No. 1
The following is a DFT calculation (ωB97M-V with the def2-TZVPD basis set) of a molecular structure, C27H44N3OP3Tc.

Last column: Mulliken spin population.
Geometry (Å):
Tc  0.18  -0.30  -0.95  2.80
P  -0.64  -2.36  -0.95  -0.18
P  2.20  -0.77  0.24  -0.03
P  -0.38  0.65  -2.99  0.00
H  0.04  2.95  2.47  0.00
C  0.41  3.60  1.66  0.00
C  -0.41  4.07  0.71  0.00
H  -1.46  3.75  0.69  0.00
C  -1.02  -3.31  0.57  0.04
C  0.49  -3.48  -1.85  0.09
C  -2.24  -2.30  -1.83  0.06
C  3.15  0.50  1.15  -0.01
C  2.29  -2.09  1.53  0.04
C  3.33  -1.30  -1.10  0.09
C  -2.18  0.95  -3.25  0.02
C  0.14  -0.61  -4.20  0.04
C  0.29  2.21  -3.66  -0.01
H  1.51  3.67  1.55  0.00
H  -0.04  4.60  -0.17  0.00
H  -2.05  -3.13  0.90  0.00
H  -0.35  -3.02  1.39  -0.01
H  -0.88  -4.39  0.38  0.00
H  1.41  -3.63  -1.25  0.00
H  0.77  -3.05  -2.82  -0.03
H  0.00  -4.45  -2.01  0.00
H  -2.96  -1.69  -1.27  0.00
H  -2.65  -3.31  -1.95  0.00
H  -2.12  -1.85  -2.83  -0.01
H  3.82  0.03  1.89  0.00
H  2.46  1.20  1.65  0.00
H  3.77  1.06  0.45  0.00
H  3.34  -2.28  1.80  0.00
H  1.85  -3.04  1.20  -0.01
H  1.77  -1.76  2.44  0.00
H  4.26  -1.69  -0.67  0.00
H  3.54  -0.40  -1.70  0.00
H  2.84  -2.06  -1.72  0.00
H  -2.37  1.04  -4.32  0.00
H  -2.45  1.90  -2.76  0.00
H  -2.79  0.15  -2.82  -0.01
H  0.17  -0.13  -5.19  0.01
H  -0.57  -1.44  -4.21  0.00
H  1.14  -0.97  -3.92  -0.01
H  0.16  2.22  -4.75  0.00
H  1.36  2.30  -3.43  0.00
H  -0.24  3.07  -3.24  0.01
C  3.13  3.07  -1.27  0.01
C  4.32  3.38  -0.51  0.00
C  4.90  4.62  -0.58  0.00
C  4.26  5.61  -1.34  0.00
C  3.00  5.40  -1.95  0.00
C  2.38  4.18  -1.86  0.00
O  2.76  1.86  -1.45  -0.03
H  -0.87  0.94  -0.92  -0.02
H  4.78  2.60  0.09  0.00
H  5.88  4.79  -0.10  0.00
H  4.76  6.57  -1.44  0.00
H  2.51  6.20  -2.52  0.00
H  1.36  4.02  -2.22  0.00
N  -4.43  -5.38  6.76  0.00
C  -4.13  -4.51  6.03  0.00
C  -3.77  -3.48  5.11  0.00
C  -2.42  -3.15  4.95  0.00
C  -2.05  -2.13  4.08  0.00
C  -3.03  -1.44  3.36  0.00
C  -4.37  -1.79  3.51  0.00
C  -4.75  -2.81  4.38  0.00
N  -2.63  -0.58  2.32  0.01
C  -3.47  0.09  1.43  0.01
C  -2.70  0.55  0.41  0.02
N  -1.38  0.10  0.62  0.04
C  -1.36  -0.47  1.82  0.04
H  -1.66  -3.65  5.54  0.00
H  -1.00  -1.90  3.94  0.00
H  -5.13  -1.28  2.94  0.00
H  -5.80  -3.07  4.51  0.00
H  -4.52  0.22  1.60  0.00
H  -3.00  1.12  -0.44  -0.01
H  -0.46  -0.80  2.34  0.00

Calculated values
Net charge: +4
HOMO energy (alpha / beta), eV: -17.79 / -17.78
Multiplicity: 4

***

No. 2
The following is a DFT calculation (ωB97M-V with the def2-TZVPD basis set) of 7 unconnected molecules or ions with the total composition C27H44N7O5.

Last column: Mulliken charge in e.
Geometry (Å):
C  61.16  -0.84  50.77  -1.95
C  61.76  -0.64  52.16  1.36
C  63.04  0.25  52.09  -1.67
C  63.36  0.72  53.59  -1.36
C  62.08  1.49  54.15  -1.01
C  60.87  0.68  54.28  2.02
N  60.76  -0.26  53.12  1.14
O  59.54  -0.75  53.00  -0.39
C  59.66  1.60  54.30  -2.51
C  60.77  -0.15  55.53  -1.71
C  62.30  -2.08  52.60  -1.74
H  60.37  -0.17  50.57  0.36
H  60.88  -1.72  50.60  0.62
H  62.07  -0.74  50.11  0.40
H  62.67  1.09  51.62  0.51
H  63.82  -0.16  51.60  0.95
H  64.21  1.36  53.55  0.33
H  63.68  -0.04  54.21  0.57
H  62.00  2.29  53.52  -0.18
H  62.43  1.98  55.05  0.79
H  59.85  2.50  55.20  -0.22
H  58.85  1.14  54.45  1.34
H  59.68  1.93  53.27  0.57
H  61.05  0.56  56.40  0.38
H  61.55  -1.00  55.38  0.25
H  59.85  -0.50  55.74  0.61
H  62.60  -2.21  53.49  0.60
H  63.29  -2.31  51.93  0.36
H  61.60  -3.03  52.50  0.37
N  56.48  5.13  55.32  0.01
C  56.85  3.77  55.54  -1.07
C  57.42  3.78  56.94  -0.01
C  57.33  5.09  57.58  -0.66
C  56.66  5.96  56.37  -0.33
H  56.14  5.34  54.44  0.19
H  56.78  3.00  54.91  0.81
H  57.85  2.81  57.39  0.27
H  57.77  5.45  58.55  0.34
H  56.42  7.01  56.46  0.41
N  56.21  -3.09  56.34  -0.15
C  56.12  -2.90  57.77  -0.53
C  56.73  -1.47  57.95  -0.70
C  57.03  -0.89  56.57  0.20
C  56.62  -1.96  55.55  -0.78
H  55.64  -4.04  55.90  0.32
H  55.77  -3.57  58.51  0.41
H  56.89  -0.90  58.83  0.42
H  57.65  0.07  56.38  0.16
H  56.66  -2.03  54.56  0.68
N  59.81  5.01  54.88  0.10
C  59.84  5.07  53.46  -0.78
C  61.24  5.21  52.95  -1.15
C  62.13  4.98  54.24  -0.84
C  61.11  4.93  55.38  -0.65
H  59.02  4.90  55.26  0.54
H  58.95  4.76  53.07  0.59
H  61.54  5.61  52.09  0.96
H  63.07  4.97  54.32  1.01
H  61.35  4.58  56.40  0.41
N  67.14  2.15  55.22  0.04
C  67.25  1.73  56.49  -0.23
C  66.13  2.33  57.32  -0.86
C  65.31  3.27  56.35  -0.58
C  66.10  3.10  55.02  -0.59
H  67.71  1.90  54.55  0.09
H  68.00  1.06  56.81  0.47
H  66.14  2.07  58.30  0.48
H  64.54  3.87  56.58  0.80
H  65.82  3.45  53.97  0.42
C  60.99  3.37  48.14  -0.73
N  61.79  3.91  49.27  0.84
O  62.06  3.15  50.08  -0.47
O  61.85  5.13  49.36  -0.53
H  59.87  3.06  48.40  0.19
H  61.42  2.60  47.81  0.34
H  61.01  4.26  47.48  0.33
C  56.65  -0.42  51.11  -1.27
N  57.05  0.86  51.78  0.96
O  58.05  1.53  51.33  -0.49
O  56.44  1.38  52.68  -0.52
H  56.98  -0.42  50.31  0.53
H  55.58  -0.52  51.06  0.38
H  56.92  -1.21  51.67  0.44

Calculated values
Net charge: +1
Energy relative to the best compared isomer or geometry (same formula, charge and spin), kcal/mol: 107.3
HOMO energy, eV: -9.82

***

No. 3
The following is a DFT calculation (ωB97M-V with the def2-TZVPD basis set) of 7 unconnected molecules or ions with the total composition C27H45BNO17P.

Last column: Mulliken charge in e.
Geometry (Å):
C  7.53  -0.85  -2.02  -1.13
C  6.62  0.51  -2.34  -0.36
B  5.30  0.21  -3.18  0.49
O  5.22  0.72  -4.56  -0.45
O  4.22  -0.48  -2.46  -0.57
C  3.17  0.47  -2.00  0.37
O  3.43  1.53  -1.19  -0.53
N  1.78  0.21  -2.51  0.21
O  0.84  0.74  -1.72  -0.36
P  1.45  -1.54  -2.73  0.63
O  1.38  -2.17  -1.31  -0.70
H  7.07  -2.01  -2.02  0.20
H  7.69  -0.98  -3.10  0.44
H  7.35  -0.79  -0.96  0.42
H  7.37  1.25  -2.95  0.22
H  6.36  1.16  -1.40  0.28
H  5.09  -0.02  -5.24  0.31
H  1.04  0.59  -0.76  0.32
H  0.17  -1.78  -3.42  0.00
H  2.49  -2.16  -3.55  0.06
O  -3.34  3.23  -1.00  -0.63
C  -2.28  3.75  -0.71  0.62
O  -2.15  4.87  0.07  -0.39
C  -0.78  5.25  0.11  -0.48
C  0.00  4.01  -0.23  -0.05
C  -0.93  3.29  -1.18  0.18
H  -0.62  6.05  -0.62  0.24
H  -0.53  5.63  1.11  0.35
H  0.98  4.22  -0.65  0.56
H  0.14  3.40  0.68  -0.16
H  -0.78  3.61  -2.21  0.33
H  -0.83  2.21  -1.09  -0.34
O  1.30  5.22  2.22  -0.64
C  1.61  4.26  2.91  0.51
O  1.11  3.00  2.74  -0.28
C  1.60  2.16  3.78  -0.42
C  2.85  2.83  4.28  -0.57
C  2.54  4.30  4.08  -0.46
H  0.83  2.08  4.55  0.23
H  1.81  1.16  3.38  0.40
H  3.09  2.57  5.32  0.32
H  3.70  2.55  3.66  0.28
H  2.02  4.72  4.94  0.25
H  3.44  4.87  3.86  0.36
O  -0.72  3.16  4.77  -0.56
C  -1.92  3.25  4.56  0.26
O  -2.87  2.53  5.21  -0.38
C  -4.15  2.82  4.64  -0.45
C  -3.99  4.16  3.97  -0.68
C  -2.55  4.14  3.53  0.25
H  -4.40  2.02  3.92  0.25
H  -4.91  2.84  5.42  0.34
H  -4.70  4.31  3.15  0.35
H  -4.14  4.96  4.70  0.28
H  -2.43  3.68  2.54  -0.20
H  -2.11  5.14  3.55  0.40
O  -2.08  -2.60  -3.30  -0.64
C  -2.56  -1.53  -2.98  0.39
O  -1.93  -0.62  -2.17  -0.04
C  -2.82  0.46  -1.91  0.40
C  -3.83  0.43  -3.03  -0.73
C  -3.92  -1.04  -3.35  -0.09
H  -3.29  0.30  -0.93  0.26
H  -2.26  1.40  -1.89  -0.47
H  -4.79  0.88  -2.77  0.36
H  -3.43  0.97  -3.90  0.38
H  -4.67  -1.54  -2.73  -0.05
H  -4.12  -1.21  -4.41  0.40
O  4.59  -7.30  -1.51  -0.60
C  3.58  -6.65  -1.30  0.43
O  2.95  -5.89  -2.24  -0.38
C  1.87  -5.18  -1.63  0.05
C  1.53  -5.97  -0.39  -0.48
C  2.87  -6.53  0.02  -0.36
H  2.20  -4.16  -1.40  -0.09
H  1.02  -5.13  -2.32  0.34
H  1.06  -5.36  0.39  0.29
H  0.85  -6.79  -0.64  0.25
H  3.43  -5.83  0.66  0.26
H  2.77  -7.50  0.50  0.30
O  -5.50  -2.51  -1.31  -0.67
C  -5.00  -3.37  -0.60  0.53
O  -5.55  -4.61  -0.40  -0.36
C  -4.76  -5.31  0.56  -0.46
C  -3.41  -4.65  0.53  -0.55
C  -3.75  -3.22  0.20  0.20
H  -5.25  -5.22  1.54  0.26
H  -4.71  -6.37  0.29  0.34
H  -2.85  -4.77  1.47  0.35
H  -2.80  -5.08  -0.28  0.22
H  -3.96  -2.64  1.10  0.29
H  -2.96  -2.75  -0.39  -0.22

Calculated values
Net charge: 0
HOMO energy, eV: -9.46

***

The evaluated E_tot for the records listed, in turn: -2397.89429 -1813.54944 -2755.75874 hartree.